{
  "formula": "CH3IN2O",
  "method": "ωB97M-V/def2-TZVPD",
  "e_homo_ha": -0.3530,
  "e_above_lowest_kcal_mol": 59.7,
  "max_force_ha_per_bohr": 0.0616,
  "total_charge": 0,
  "total_energy_ev": -14210.380,
  "homo_lumo_gap_ev": 9.4379,
  "elements": ["C", "N", "N", "O", "I", "H", "H", "H"],
  "xyz": [[1.33210, -0.12555, -0.22590], [-0.95585, -0.00327, 0.23218], [-1.96920, 0.65496, 0.55038], [0.24113, 0.61205, 0.43511], [-3.60473, -0.42381, 0.04163], [2.35306, 0.31564, 0.26215], [1.26769, 0.14079, -1.29498], [1.33580, -1.17081, -0.00055]],
  "forces_ev_per_angstrom": [[1.59, 2.52, 1.08], [-1.20, -0.47, -0.54], [3.00, -0.10, -0.11], [0.10, 0.33, 0.46], [-0.67, -0.33, -0.04], [-2.67, -0.84, -1.28], [0.29, -0.50, 0.48], [-0.44, -0.61, -0.06]]
}